ORCA calculation (ωB97M-V with the def2-TZVPD basis set) on C19H13CsN7OS5Se as an isolated structure.

Geometry as XYZ:
```
47
Properties=species:S:1:pos:R:3
Cs -0.76259 -1.60187 0.76448
S -6.49132 -2.49767 3.92182
C -5.48428 -1.80585 2.78904
S -5.26218 -2.40656 1.20034
C -4.09672 -1.22318 0.58779
C -3.75438 -0.25937 1.49074
S -2.65009 1.08074 1.33397
S -4.54375 -0.39926 3.05916
S -3.54825 -1.48506 -1.03674
Se -4.11810 0.36496 -4.40754
N -2.71475 -0.73147 -4.26473
C -1.89684 -0.17111 -3.42221
C -0.62875 -0.76983 -3.01889
C -0.25485 -2.04750 -3.42798
C 0.96390 -2.54800 -3.02256
C 1.77230 -1.75208 -2.21534
N 1.42586 -0.54291 -1.80190
C 0.24097 -0.04827 -2.19350
C -0.16809 1.26144 -1.63592
N 0.67077 1.83659 -0.76739
C 0.28146 2.95825 -0.18154
C -0.94345 3.56970 -0.41821
C -1.80714 2.97877 -1.31335
C -1.41420 1.80825 -1.95220
C -2.28767 1.11247 -2.89024
N -3.43018 1.58269 -3.29730
H -0.93701 -2.62218 -4.04015
H 1.29160 -3.53810 -3.30838
H 2.73342 -2.11883 -1.87044
H 0.97888 3.38567 0.53257
H -1.23015 4.46056 0.12250
H -2.79152 3.38248 -1.50298
C 4.34262 1.25320 2.96441
N 3.80002 -0.03698 2.61571
C 3.30306 -0.96899 3.61107
C 2.39921 -1.87435 2.76030
O 1.81510 -2.85043 3.17758
N 2.35930 -1.37707 1.48019
C 3.12062 -0.29633 1.46074
N 3.22320 0.47389 0.37875
H 4.96878 1.14495 3.84806
H 3.56315 1.99298 3.17848
H 4.98050 1.62894 2.16383
H 2.71089 -0.47031 4.38320
H 4.10078 -1.54311 4.08330
H 2.53145 0.32585 -0.36524
H 3.63843 1.38429 0.44668
```

Computed properties:
charge	-1
multiplicity	1
largest force on an atom	0.31	eV/A
ΔE to the lowest compared entry with this formula, charge and spin	4.0	kcal/mol
LUMO energy	1.62	eV
gap between HOMO and LUMO	4.56	eV
energy	-152467.1692	eV
HOMO energy	-2.941	eV